A cluster of 4 separate species, C22H42Br2F3N5O3 in total at a distorted geometry. Source: OMol25; level of theory: wB97M-V/def2-TZVPD.

Last columns: bonded neighbours and bond lengths (Å).
Atoms and positions in Å:
1 H -8.38 2.92 4.68  C76 1.090
2 O -6.30 4.73 3.22  C23 1.413, C45 1.417
3 H -8.43 6.53 4.60  N24 1.016
4 H 6.55 -5.40 -2.72  C72 1.090
5 C 6.01 -1.65 1.05  C12 1.341, H16 1.086, C63 1.520
6 H -10.08 3.29 4.43  C76 1.090
7 Br 1.34 -0.22 3.12  C77 1.954
8 H 5.75 -5.36 -4.30  C72 1.092
9 C 3.31 1.16 1.00  H11 1.086, C15 1.530, C25 1.541, H68 1.091
10 H 6.89 -1.82 -2.39  N51 1.017
11 H 2.95 1.80 1.80  C9 1.086
12 C 5.79 -2.96 0.93  C5 1.341, H67 1.083, H69 1.083
13 N -4.56 0.68 0.67  H30 1.016, C31 1.466, H64 1.017
14 H -6.74 1.18 -0.71  C66 1.090
15 C 2.18 0.30 0.44  C9 1.530, H28 1.086, H43 1.091, C77 1.510
16 H 6.81 -1.26 1.67  C5 1.086
17 H -4.80 3.37 3.36  C45 1.089
18 C -4.02 0.58 -1.76  O22 1.413, C31 1.535, H44 1.094, H70 1.098
19 O 8.76 -3.66 -4.06  C21 1.414, C65 1.414
20 H -6.63 -0.71 -1.80  C60 1.093
21 C 9.03 -5.05 -4.09  O19 1.414, H33 1.090, H56 1.094, H57 1.093
22 O -4.55 -0.73 -1.84  C18 1.413, C60 1.415
23 C -7.58 4.91 2.63  O2 1.413, C40 1.536, H50 1.094, H54 1.099
24 N -8.55 5.55 4.83  H3 1.016, C40 1.465, H75 1.017
25 C 4.58 0.41 1.44  C9 1.541, H38 1.088, C62 1.463, C63 1.562
26 N 6.69 0.50 -1.40  C74 1.148
27 H 7.60 -2.22 -4.83  C65 1.093
28 H 2.40 -0.03 -0.57  C15 1.086
29 H -9.63 5.20 3.09  C40 1.094
30 H -3.60 0.41 0.88  N13 1.016
31 C -4.58 1.42 -0.59  N13 1.466, C18 1.535, H48 1.094, C66 1.525
32 H -5.86 -1.85 -2.90  C60 1.089
33 H 10.11 -5.17 -4.14  C21 1.090
34 N 6.33 2.23 2.10  C62 1.146
35 C 0.48 -1.58 0.68  F39 1.353, Br46 1.952, F59 1.336, C77 1.582
36 C 6.34 -3.40 -3.56  N51 1.466, H52 1.094, C65 1.535, C72 1.526
37 H -6.23 2.96 4.31  C45 1.093
38 H 4.38 -0.13 2.36  C25 1.088
39 F 0.52 -1.40 -0.66  C35 1.353
40 C -8.76 4.78 3.60  C23 1.536, N24 1.465, H29 1.094, C76 1.525
41 F 2.70 -1.82 1.45  C77 1.365
42 H -6.08 2.38 -1.83  C66 1.092
43 H 1.31 0.95 0.34  C15 1.091
44 H -2.95 0.46 -1.60  C18 1.094
45 C -5.89 3.38 3.36  O2 1.417, H17 1.089, H37 1.093, H73 1.093
46 Br -1.28 -0.98 1.25  C35 1.952
47 H -9.11 2.70 3.08  C76 1.092
48 H -3.91 2.29 -0.49  C31 1.094
49 H 7.55 -3.22 -1.96  N51 1.017
50 H -7.57 5.94 2.24  C23 1.094
51 N 6.67 -2.81 -2.26  H10 1.017, C36 1.466, H49 1.017
52 H 5.50 -2.84 -3.98  C36 1.094
53 H -5.89 -0.13 -3.32  C60 1.094
54 H -7.70 4.24 1.77  C23 1.099
55 H 7.28 -3.82 -5.49  C65 1.098
56 H 8.58 -5.53 -4.97  C21 1.094
57 H 8.68 -5.55 -3.18  C21 1.093
58 H -6.21 2.74 -0.11  C66 1.090
59 F 0.56 -2.90 0.92  C35 1.336
60 C -5.79 -0.85 -2.49  H20 1.093, O22 1.415, H32 1.089, H53 1.094
61 H 4.90 -4.84 -2.85  C72 1.090
62 C 5.59 1.42 1.77  C25 1.463, N34 1.146
63 C 5.14 -0.59 0.39  C5 1.520, C25 1.562, H71 1.084, C74 1.459
64 H -5.03 -0.20 0.52  N13 1.017
65 C 7.50 -3.28 -4.57  O19 1.414, H27 1.093, C36 1.535, H55 1.098
66 C -5.99 1.95 -0.83  H14 1.090, C31 1.525, H42 1.092, H58 1.090
67 H 6.65 -3.61 0.80  C12 1.083
68 H 3.60 1.85 0.20  C9 1.091
69 H 4.81 -3.41 0.99  C12 1.083
70 H -4.15 1.11 -2.72  C18 1.098
71 H 4.34 -1.11 -0.13  C63 1.084
72 C 5.87 -4.83 -3.35  H4 1.090, H8 1.092, C36 1.526, H61 1.090
73 H -6.25 2.76 2.54  C45 1.093
74 C 6.02 0.06 -0.57  N26 1.148, C63 1.459
75 H -7.65 5.27 5.22  N24 1.017
76 C -9.09 3.34 3.97  H1 1.090, H6 1.090, C40 1.525, H47 1.092
77 C 1.74 -0.85 1.31  Br7 1.954, C15 1.510, C35 1.582, F41 1.365

Values from the calculation:
Total energy ... -6810.43988 Ha
Orbital gap ... 0.33163 Eh
SMILES ... C=C[C@H](C#N)[C@@H](C#N)CC[C@@](F)(Br)C(F)(F)Br.COC[C@@H](C)N.COC[C@@H](C)N.COC[C@@H](C)N
M ... 641.4 g mol⁻¹
Strongest force on any atom ... 0.03677 Eh/bohr

These are the Mulliken partial charges, in e, on atoms 1 to 4: atom 1 (H): 0.275, atom 2 (O): -0.415, atom 3 (H): 0.267, atom 4 (H): 0.298